1.
Here is a cluster of 3 separate species, C28H54BClF4N5O5PS in total in a non-equilibrium geometry from the OMol25 dataset. Energies are from ωB97M-V with the def2-TZVPD basis set.

The geometry in ORCA input format:
```
! wB97M-V def2-TZVPD RIJCOSX def2/J DEFGRID3
* xyz 0 3
C -2.10042 -3.11589 7.63590
C -1.89065 -3.81681 6.29357
F -0.63394 -4.37661 6.30488
C -1.84410 -2.85212 5.09559
N -3.03415 -1.90378 5.11079
Cl -2.43220 -0.34188 4.54692
C -4.26667 -2.35573 4.36120
P -5.38187 -0.86223 4.27870
S -5.68446 0.08868 5.94589
B -5.19496 -3.42555 5.19945
N -5.53504 -3.25060 6.60487
O -5.75296 -4.41279 4.47219
C -3.93627 -2.78879 2.93112
N -2.49240 -2.86059 2.66575
C -1.63795 -3.50270 3.70763
C -0.17704 -3.32372 3.26505
C 0.20391 -1.89661 2.86568
C 1.54681 -1.82603 2.18594
F 2.44813 -2.68279 2.67833
F 2.09047 -0.59547 2.29110
F 1.45350 -2.08168 0.86985
C -1.98149 -5.04855 3.80653
O -1.05538 -5.84669 3.72556
O -3.22760 -5.21845 3.99506
H -3.11652 -3.27198 8.00065
H -1.91931 -2.03671 7.59891
H -1.44132 -3.57555 8.37014
H -2.63267 -4.60321 6.14437
H -0.97796 -2.21693 5.28830
H -3.34684 -1.69809 6.06813
H -4.85400 -0.09891 3.23419
H -6.52648 -1.44629 3.71710
H -6.32695 -2.63957 6.77672
H -4.79074 -2.92332 7.20338
H -6.58556 -4.71332 4.85745
H -4.35217 -2.05583 2.22313
H -4.43053 -3.74068 2.74147
H -2.42300 -3.49867 1.87814
H 0.47259 -3.64950 4.07801
H -0.01221 -3.99089 2.41751
H 0.26882 -1.21944 3.72261
H -0.51706 -1.46217 2.17218
C -1.38336 1.99744 -3.11347
C -1.54187 3.15604 -2.10913
C -0.41840 4.19057 -2.26416
C 0.91896 3.76487 -1.66468
C 0.74766 3.34609 -0.20725
C -0.29375 2.24039 -0.04281
N -1.58305 2.65619 -0.69496
O -2.26652 3.43311 0.06659
C 0.26902 0.92938 -0.61735
C -0.57232 1.97477 1.43055
C -2.87257 3.82203 -2.44051
H -0.75390 1.18800 -2.76771
H -2.35903 1.56096 -3.33333
H -0.95906 2.36790 -4.04702
H -0.73317 5.12278 -1.78312
H -0.30591 4.41382 -3.32702
H 1.36426 2.96303 -2.25611
H 1.61665 4.60309 -1.71855
H 1.69477 2.98876 0.20483
H 0.45336 4.21740 0.38729
H -0.50450 0.16122 -0.67582
H 1.05220 0.56750 0.04876
H 0.72695 1.04194 -1.59665
H -0.87721 2.87378 1.96099
H 0.33413 1.58921 1.89970
H -1.36137 1.22583 1.53969
H -3.70743 3.15010 -2.24086
H -2.87070 4.06538 -3.50492
H -3.02722 4.73818 -1.87625
C 3.38342 0.45294 -7.10612
C 3.40104 1.68868 -6.18601
C 4.63491 2.56747 -6.43560
C 5.93190 2.03180 -5.83378
C 5.74557 1.73312 -4.34778
C 4.58600 0.77381 -4.07835
N 3.34012 1.29866 -4.73857
O 2.79026 2.21527 -4.02798
C 4.96095 -0.63690 -4.55782
C 4.31859 0.66142 -2.58049
C 2.15227 2.49127 -6.53617
H 3.91686 -0.40386 -6.71501
H 2.35559 0.12780 -7.27151
H 3.81811 0.70092 -8.07480
H 4.44390 3.55735 -6.00920
H 4.74027 2.70865 -7.51306
H 6.27008 1.14321 -6.37364
H 6.71709 2.78010 -5.95543
H 6.65459 1.29978 -3.92401
H 5.56448 2.67279 -3.81663
H 4.09519 -1.30007 -4.53863
H 5.71172 -1.04316 -3.87999
H 5.39864 -0.66090 -5.55203
H 4.14421 1.63246 -2.12387
H 5.18799 0.20863 -2.10298
H 3.45099 0.02917 -2.38609
H 1.24841 1.94269 -6.27026
H 2.15033 2.65938 -7.61495
H 2.12858 3.45622 -6.03592
*
```

The calculation puts the total energy at -3373.224884 a.u.

2.
Here is a cluster of 5 separate species, H10O5 in total from the OMol25 dataset. Energies are from ωB97M-V with the def2-TZVPD basis set.

The geometry in ORCA input format:
```
! wB97M-V def2-TZVPD RIJCOSX def2/J DEFGRID3
* xyz 0 1
O -18.65984 -22.02914 1.08610
H -18.45414 -21.16850 1.46219
H -18.61972 -21.88821 0.13560
O -17.13918 -16.56909 -2.96464
H -16.69308 -15.71761 -2.97016
H -17.89748 -16.45918 -3.54467
O -18.39681 -21.03600 -1.98001
H -18.33798 -21.98271 -2.14235
H -18.83439 -20.67876 -2.75844
O -15.40770 -16.59725 0.11775
H -15.35013 -16.82630 1.04835
H -15.95396 -17.29675 -0.26590
O -17.37455 -18.56296 -0.77642
H -17.29727 -18.16385 -1.65148
H -17.67908 -19.46389 -0.93741
*
```

The calculation puts the total energy at -382.190943 a.u. As for the SMILES: O.O.O.O.O.

3.
Here is the molecule C9H13NO3 in a non-equilibrium geometry from the OMol25 dataset. Energies are from ωB97M-V with the def2-TZVPD basis set.

The geometry in ORCA input format:
```
! wB97M-V def2-TZVPD RIJCOSX def2/J DEFGRID3
* xyz 0 1
N -0.91456 2.53074 -1.29781
C -1.31354 2.43673 0.28685
C -1.32911 0.84096 0.67203
C -1.77776 0.12087 -0.60214
C -1.92334 -1.33946 -0.28729
O -2.99351 -1.99601 -0.00944
O -0.78020 -2.03201 -0.00237
C -0.03821 0.33307 1.32626
C 1.38368 0.00416 0.65408
C 2.63280 0.67253 0.45941
C 3.42855 0.03968 -0.45654
C 2.77090 -1.03143 -0.68566
O 1.55500 -0.91524 -0.06635
H 0.18868 2.55960 -1.12739
H -1.14766 1.47964 -1.80316
H -2.35977 2.77620 0.18459
H -0.72193 2.80146 1.01853
H -1.89692 0.84252 1.58381
H -2.74171 0.41433 -0.88421
H -0.94496 0.09947 -1.27169
H 0.25400 -1.60971 -0.05348
H 0.14511 1.04800 2.25190
H -0.12700 -0.46415 2.05270
H 2.65929 1.54593 1.14012
H 4.63438 0.07933 -0.52406
H 3.20619 -2.20436 -1.05967
*
```

The calculation puts the total energy at -630.932854 a.u. As for the SMILES: NC[C@@H](CC(=O)O)Cc1ccco1.

4.
Here is a structure of composition C9H26IN2O3 in a non-equilibrium geometry from the OMol25 dataset. Energies are from ωB97M-V with the def2-TZVPD basis set.

The geometry in ORCA input format:
```
! wB97M-V def2-TZVPD RIJCOSX def2/J DEFGRID3
* xyz -1 1
I -19.01396 19.41974 8.67697
C -22.21315 18.02141 6.80621
C -20.87240 17.76046 6.06644
C -20.99741 17.64949 4.51583
O -19.77373 17.31192 3.78603
C -19.87095 17.13931 2.42865
N -19.94069 18.80077 6.47456
H -23.08169 17.36660 6.73568
H -22.55709 19.01445 6.51695
H -21.90787 18.08683 7.85054
H -20.57876 16.75295 6.36108
H -21.38894 18.58642 4.11964
H -21.78327 16.95470 4.21953
H -18.85753 17.35353 2.08925
H -20.51587 17.85104 1.91327
H -20.26014 16.13677 2.25107
H -20.33220 19.72427 6.35634
H -20.01367 18.82727 7.48158
C -15.40644 19.15852 8.64623
C -16.12432 19.08464 7.31865
C -15.30812 18.94413 6.06069
O -16.14431 18.95533 4.89231
C -15.46414 19.18932 3.72489
N -17.04039 17.92749 7.51374
H -14.78578 18.26880 8.75241
H -16.01798 19.30106 9.53719
H -14.69698 19.97009 8.80783
H -16.71668 19.99731 7.25352
H -14.78867 17.98632 6.03139
H -14.55513 19.73221 6.06616
H -15.20949 20.24585 3.64130
H -15.96578 18.78553 2.84544
H -14.51410 18.66180 3.63974
H -17.60980 18.22419 8.29337
H -16.47452 17.16821 7.86500
C -17.89166 21.09264 5.87677
O -18.37475 19.77123 6.18394
H -18.63213 21.87880 5.72926
H -17.17360 21.57319 6.54127
H -17.33543 20.96309 4.94836
H -18.64854 19.82416 7.10254
*
```

The calculation puts the total energy at -991.088438 a.u.

5.
Here is a structure of composition C15H33BIO4P2Pd in a non-equilibrium geometry from the OMol25 dataset. Energies are from ωB97M-V with the def2-TZVPD basis set.

The geometry in ORCA input format:
```
! wB97M-V def2-TZVPD RIJCOSX def2/J DEFGRID3
* xyz 3 5
C -0.03627 0.26803 -7.56953
C -0.03513 0.91458 -6.18631
H -0.02775 1.11637 -8.27677
H -0.94538 -0.33186 -7.73302
H 0.86918 -0.33920 -7.72352
O -0.01109 2.08329 -5.87594
I -0.07372 -0.25486 -4.22854
Pd -0.05012 0.21810 -0.86143
P 2.29059 0.20234 -1.02331
C 3.11096 1.51959 -0.09777
C 3.01252 -1.33399 -0.38602
H 4.10325 -1.26550 -0.48886
H 4.09779 0.31287 -2.69909
H 2.64167 -2.20055 -0.94670
H 2.51636 -0.35520 -3.28392
H 2.79963 1.44552 0.95161
H 2.72631 -1.45331 0.66403
C 2.99926 0.42126 -2.67232
H 4.19868 1.38200 -0.18261
H 2.70276 1.40842 -3.04793
H 2.84135 2.50673 -0.49692
P -2.40761 0.22990 -0.99742
C -3.19432 1.56213 -0.05262
C -3.11879 0.44854 -2.66141
H -2.74077 -2.19481 -0.86120
H -4.22680 -1.28078 -0.46474
H -2.87571 -1.37353 0.71719
C -3.13359 -1.30535 -0.34857
H -2.62936 -0.32477 -3.26978
H -4.21391 0.33921 -2.71721
H -4.28472 1.42143 -0.06182
H -2.95517 2.53254 -0.50604
H -2.81772 1.43319 -3.03851
H -2.81908 1.54265 0.97770
C 0.04216 2.13062 -0.45800
O -0.04788 3.25864 -0.24437
C -1.30540 0.27792 4.39889
C -0.14980 0.07853 3.42289
C 0.95987 0.98347 3.94854
O -0.54109 0.59762 2.11804
B 0.00199 -0.22349 1.12629
O 0.58761 -1.36836 1.70592
C 0.30509 -1.39045 3.10719
C 1.50629 -1.88909 3.87373
C -0.79203 -2.39361 3.38070
H -1.00453 -0.03580 5.40924
H -2.22702 -0.27270 4.16057
H -1.55123 1.35200 4.48195
H 0.56856 2.01653 4.00339
H 1.25353 0.70494 4.97119
H 1.86132 0.95435 3.31599
H 1.23328 -1.90902 4.93405
H 1.74323 -2.92169 3.59898
H 2.40368 -1.27751 3.75719
H -1.75474 -2.10968 2.94490
H -0.48433 -3.38376 3.02963
H -0.92181 -2.47445 4.46240
*
```

The calculation puts the total energy at -2024.351753 a.u.

6.
Here is a cluster of 6 separate species, C26H55N2O7S in total from the OMol25 dataset. Energies are from ωB97M-V with the def2-TZVPD basis set.

The geometry in ORCA input format:
```
! wB97M-V def2-TZVPD RIJCOSX def2/J DEFGRID3
* xyz 1 1
C 4.18006 0.83872 0.56126
C 4.07457 1.95790 -0.45746
S 3.22784 3.50704 0.03350
C 2.47716 3.23564 1.65436
C 1.07463 3.86236 1.77963
C 1.11364 5.33354 1.37713
C 0.04931 3.18831 0.87880
N -0.42512 1.83404 1.32188
O 0.39976 0.79929 0.80309
C -0.14204 0.37537 -0.45961
C 0.96763 -0.16776 -1.35633
C 0.74852 0.19130 -2.82669
O 1.16205 -1.55477 -1.15415
C -0.58816 1.65438 2.80308
C 0.40467 2.41903 3.65042
N 0.57401 3.77803 3.16014
H 4.61440 -0.03801 0.08134
H 3.21058 0.52620 0.94654
H 4.81061 1.12875 1.40030
H 5.07953 2.28299 -0.73247
H 3.60250 1.60544 -1.37162
H 3.09763 3.72881 2.40955
H 2.46662 2.17871 1.89086
H 1.93914 5.83872 1.87815
H 0.17848 5.81317 1.66868
H 1.24919 5.45099 0.29942
H -0.85103 3.80025 0.80371
H 0.47169 3.05370 -0.11790
H -1.35703 1.72506 0.89841
H -0.84667 -0.44415 -0.28208
H -0.65238 1.20100 -0.94935
H 1.88778 0.29471 -1.00023
H 1.09969 -0.62677 -3.45361
H -0.30474 0.36561 -3.06467
H 1.30469 1.08902 -3.09944
H 0.35148 -2.02549 -1.34889
H -0.47515 0.59180 3.01744
H -1.61593 1.95006 3.01511
H -0.03888 2.45979 4.64659
H 1.33867 1.85381 3.74875
H 1.24630 4.24072 3.75952
C -1.82167 -3.38687 3.90628
C -0.86955 -2.34534 3.38786
O -0.39716 -1.48172 4.09627
C -0.53125 -2.39780 1.91962
H -1.99775 -3.23590 4.96783
H -2.76328 -3.34056 3.35634
H -1.41421 -4.38449 3.73584
H -1.44002 -2.24222 1.33366
H -0.11648 -3.36926 1.65262
H 0.19742 -1.62286 1.69073
C -2.87544 3.93947 -1.88896
C -3.38571 2.96177 -0.86977
O -2.63293 2.21790 -0.26575
C -4.86701 2.92384 -0.63185
H -1.79299 3.87415 -1.97311
H -3.33019 3.73392 -2.85925
H -3.16192 4.95339 -1.60527
H -5.38923 2.70022 -1.56315
H -5.22403 3.89239 -0.27911
H -5.10155 2.16599 0.11201
C -1.69004 -4.77191 -0.50001
C -2.41443 -5.84450 0.27806
O -3.15532 -5.55436 1.18919
C -2.16240 -7.27585 -0.12243
H -1.98795 -3.80525 -0.11519
H -0.61008 -4.90828 -0.40029
H -1.94132 -4.82337 -1.56025
H -1.09905 -7.50621 -0.03695
H -2.44451 -7.42713 -1.16567
H -2.73522 -7.94542 0.51314
C -5.65512 -1.90973 -0.84031
C -4.39122 -1.54474 -1.57393
O -3.34473 -2.11384 -1.35715
C -4.48034 -0.42053 -2.57733
H -5.45914 -2.72228 -0.14554
H -6.03631 -1.04231 -0.29780
H -6.42643 -2.21171 -1.55075
H -4.80205 0.48813 -2.06743
H -5.21478 -0.64880 -3.35058
H -3.50743 -0.26217 -3.03725
C 5.63956 -0.66203 -2.97264
C 6.80078 -1.61648 -3.15561
O 6.90926 -2.28749 -4.15037
C 7.80474 -1.68094 -2.02926
H 4.99343 -0.70600 -3.84576
H 5.06795 -0.93568 -2.08315
H 6.00821 0.35749 -2.84098
H 7.31044 -1.97899 -1.10264
H 8.24736 -0.69696 -1.86410
H 8.58540 -2.39599 -2.27301
*
```

The calculation puts the total energy at -2057.767070 a.u.

7.
Here is the ion CH2N3O3 with charge -1 in a non-equilibrium geometry from the OMol25 dataset. Energies are from ωB97M-V with the def2-TZVPD basis set.

The geometry in ORCA input format:
```
! wB97M-V def2-TZVPD RIJCOSX def2/J DEFGRID3
* xyz -1 1
N 1.61274 -0.82956 -0.51470
N 0.91964 0.15860 0.09885
N -0.46530 0.07930 -0.01107
O -0.98602 -0.92035 -0.52258
C -1.42273 1.12369 0.69790
O -0.82754 2.15381 0.78694
O -2.52820 0.71037 0.92771
H 1.12869 -1.65676 -0.83393
H 2.56872 -0.81909 -0.62912
*
```

The calculation puts the total energy at -429.256515 a.u. As for the SMILES: N/N=[N+](\[O-])C(=O)[O-].

8.
Here is a structure of composition C31H25N2S4Tl from the OMol25 dataset. Energies are from ωB97M-V with the def2-TZVPD basis set.

The geometry in ORCA input format:
```
! wB97M-V def2-TZVPD RIJCOSX def2/J DEFGRID3
* xyz -2 1
Tl 1.59729 -0.04690 0.37543
S -1.17852 -0.09877 2.96408
C -2.46533 -1.19014 2.56513
C -2.86638 -2.14103 3.53827
C -3.88818 -3.04250 3.33714
C -4.59072 -3.06102 2.13289
C -4.21906 -2.15678 1.15478
C -3.18334 -1.23886 1.34670
S -2.82178 -0.17824 -0.02724
C -1.43507 -1.13235 -0.77198
C -0.74564 -0.31302 -1.82337
C -1.34039 -0.22461 -3.05380
C -0.71714 0.58257 -4.04760
C 0.42132 1.24295 -3.75775
C 1.03976 1.15483 -2.44186
C 2.16892 1.85031 -2.17411
S 3.74675 -1.03050 -0.63236
C 3.36550 -2.74557 -0.52213
C 4.15036 -3.61576 -1.28893
C 3.96459 -4.98776 -1.27593
C 2.95699 -5.52977 -0.49084
C 2.15740 -4.68626 0.26158
C 2.33780 -3.29790 0.27579
S 1.26896 -2.37991 1.32975
N 0.40907 0.31910 -1.50805
H -2.32358 -2.13742 4.47511
H -4.14086 -3.74486 4.12561
H -5.39503 -3.76599 1.95957
H -4.73206 -2.14418 0.19989
H -0.77126 -1.45132 0.02880
H -1.86954 -2.02193 -1.22747
H -2.26673 -0.75079 -3.23671
H -1.15545 0.66603 -5.03737
H 0.91632 1.86217 -4.49599
H 2.59760 2.47999 -2.94102
H 2.66312 1.84953 -1.21372
H 4.92465 -3.18097 -1.90996
H 4.59656 -5.62646 -1.88358
H 2.78501 -6.60040 -0.46999
H 1.35906 -5.09674 0.86863
N -0.77186 2.34085 0.66666
C 0.08550 3.29097 0.21017
C -0.26663 4.06342 -0.91102
C 0.56995 5.04115 -1.40763
C 1.79566 5.29626 -0.79343
C 2.14767 4.53363 0.31055
C 1.33744 3.52659 0.81984
C 1.79262 2.75092 2.00688
C 2.12959 3.46636 3.16113
C 2.57759 2.83194 4.30636
C 2.68960 1.44617 4.32021
C 2.36199 0.72777 3.17973
C 1.91747 1.36101 2.01790
H -0.66168 1.81288 1.52508
H -1.62523 2.15151 0.17378
H -1.21371 3.85797 -1.39758
H 0.26851 5.60272 -2.28459
H 2.46576 6.05555 -1.17597
H 3.10916 4.70734 0.78176
H 2.02080 4.54509 3.16353
H 2.82545 3.41324 5.18763
H 3.02000 0.92745 5.21232
H 2.43628 -0.35389 3.19321
*
```

The calculation puts the total energy at -3071.119325 a.u.